The following is a quantum chemistry calculation of a single C13H19ClN2O4S molecule, from the OMol25 dataset.

Each line ends with the Löwdin charge.
Atoms and positions in Å:
C 4.282 1.801 -0.437  -0.105
O 4.097 0.521 -0.994  -0.196
C 4.389 -0.544 -0.112  -0.211
C 3.489 -1.717 -0.500  -0.133
N 2.118 -1.323 -0.276  0.078
C 1.295 -1.938 0.583  -0.479
O 1.481 -3.036 1.065  0.061
C 0.050 -1.102 0.936  -0.095
N -0.203 -0.040 0.001  -0.264
C -1.007 -0.290 -1.179  -0.134
C -2.481 -0.284 -0.872  -0.210
C -3.187 0.915 -0.904  -0.053
C -4.528 0.957 -0.568  -0.096
C -5.171 -0.213 -0.193  -0.674
Cl -6.845 -0.168 0.234  0.678
C -4.488 -1.418 -0.163  -0.094
C -3.147 -1.447 -0.505  -0.032
S 0.033 1.506 0.524  0.605
C -1.269 1.856 1.738  -0.091
O 1.288 1.527 1.220  -0.292
O -0.137 2.374 -0.602  -0.285
H 3.597 1.966 0.403  0.069
H 4.056 2.511 -1.230  0.092
H 5.316 1.945 -0.101  0.089
H 5.449 -0.826 -0.188  0.126
H 4.174 -0.250 0.924  0.129
H 3.638 -1.949 -1.559  0.127
H 3.696 -2.600 0.106  0.125
H 1.906 -0.368 -0.537  0.122
H 0.268 -0.650 1.907  0.126
H -0.815 -1.762 1.053  0.128
H -0.767 0.512 -1.879  0.122
H -0.696 -1.248 -1.603  0.140
H -2.674 1.819 -1.202  0.116
H -5.074 1.886 -0.600  0.108
H -5.001 -2.323 0.120  0.107
H -2.620 -2.390 -0.499  0.117
H -1.106 1.232 2.606  0.064
H -2.228 1.657 1.280  0.043
H -1.178 2.901 2.003  0.071

- multiplicity = 1
- HOMO-LUMO gap (eV) = 9.897
- energy above the lowest of the compared OMol25 structures with the same formula, charge and spin (kcal/mol) = 2.11